# 1
Here is a molecular structure, C29H18Br2N2O2PSr from the OMol25 dataset. Energies are from ωB97M-V/def2-TZVPD.

The geometry in XYZ format:
```
55
Properties=species:S:1:pos:R:3
Sr 1.96246 -1.63402 0.23399
O 3.58915 -0.00457 -1.04183
C 2.42459 0.19100 -1.43271
C 2.00793 1.54688 -1.91210
C 2.82348 2.56416 -2.38845
C 2.26564 3.78266 -2.74382
C 0.89826 3.98887 -2.58937
C 0.08091 2.97940 -2.09576
C 0.63274 1.74344 -1.77171
P -0.30621 0.28199 -1.13415
C -1.95118 1.07054 -0.87581
C -3.01887 1.02742 -1.76674
C -4.22777 1.63857 -1.44900
C -4.37748 2.30589 -0.24335
C -3.31629 2.35272 0.65432
C -2.11841 1.73035 0.34480
C -0.58865 -0.67447 -2.67391
C -0.45358 -0.14908 -3.95732
C -0.67125 -0.94586 -5.07164
C -1.02474 -2.28044 -4.91930
C -1.15851 -2.81570 -3.64699
C -0.94157 -2.01530 -2.53391
H 3.89009 2.38775 -2.46622
H 2.89035 4.57998 -3.12877
H 0.46706 4.94678 -2.85507
H -0.98021 3.15664 -1.97066
H -2.91048 0.51501 -2.71505
H -5.05143 1.59211 -2.15142
H -5.31892 2.78256 0.00058
H -3.42424 2.86483 1.60254
H -1.29571 1.75357 1.05328
H -0.16459 0.88736 -4.08421
H -0.55664 -0.52509 -6.06324
H -1.18435 -2.90442 -5.78982
H -1.41568 -3.85893 -3.51602
H -1.04006 -2.44482 -1.54205
Br 0.64598 2.75701 3.25949
C 0.84613 1.01083 3.96896
C 0.60172 0.79903 5.32837
C 0.73151 -0.44510 5.87769
Br 0.38902 -0.66758 7.73802
C 1.10277 -1.55228 5.07801
C 1.24117 -2.87849 5.54521
C 1.57717 -3.87205 4.67213
C 1.77955 -3.55980 3.31635
N 1.67467 -2.33503 2.84979
C 1.34513 -1.32973 3.70285
C 1.24093 -0.00754 3.09331
O 1.49085 0.14671 1.85815
H 0.30741 1.63701 5.94555
H 1.07052 -3.08847 6.59271
H 1.68214 -4.89830 4.99717
H 2.01454 -4.33652 2.59632
N 1.90347 -5.46685 0.23207
C 1.91953 -4.33061 -0.01131
```

Output
**Relative energy (zero: lowest compared OMol25 entry of this formula, charge and spin)**: 5.35 kcal/mol
**Calculated total energy**: -6896.14181 hartree
**Kohn-Sham gap**: 6.7 eV
**Net charge**: -1

***

# 2
Here is a molecular structure, C29H18Cl7F6HgN5O4S2Se4 from the OMol25 dataset. Energies are from ωB97M-V/def2-TZVPD.

The geometry in XYZ format:
```
76
Properties=species:S:1:pos:R:3
Hg 0.70307 0.86799 -0.21777
Se 1.25220 3.68989 -0.87809
Se 3.45636 2.28984 0.46935
C 2.34506 2.04805 1.96945
C 2.77392 2.31736 3.27356
C 1.94243 2.05704 4.33892
C 0.66561 1.54768 4.11257
C 0.28829 1.30883 2.81452
N 1.10420 1.55373 1.77792
C 2.07188 3.38213 -2.57517
C 1.93232 4.34825 -3.57764
C 2.46496 4.09255 -4.82506
C 3.12819 2.89058 -5.04527
C 3.22596 2.00454 -3.98780
N 2.71207 2.23651 -2.78050
H 3.76789 2.71461 3.41694
H 2.28442 2.24352 5.34924
H -0.01208 1.31236 4.92022
H -0.67566 0.88843 2.56795
H 1.40348 5.26747 -3.36755
H 2.36541 4.82095 -5.62058
H 3.55942 2.64744 -6.00678
H 3.73598 1.05291 -4.10727
Se -4.25796 0.76693 -1.34415
Se -4.95418 0.53338 0.83324
C -3.93028 1.99495 1.58305
C -4.53888 2.78324 2.55307
C -3.80845 3.82451 3.10040
C -2.52443 4.06133 2.63654
C -2.02109 3.22742 1.65006
N -2.69787 2.19728 1.14569
C -3.09488 -0.76817 -1.52440
C -3.10007 -1.38793 -2.76878
C -2.24480 -2.45766 -2.96495
C -1.44427 -2.87706 -1.91583
C -1.51544 -2.18918 -0.71313
N -2.32294 -1.13892 -0.51919
H -5.55755 2.58628 2.85858
H -4.24588 4.45578 3.86380
H -1.92385 4.87528 3.01871
H -1.02671 3.38742 1.24562
H -3.75050 -1.03309 -3.55706
H -2.21061 -2.95983 -3.92464
H -0.77213 -3.71566 -2.01931
H -0.88846 -2.47503 0.12497
Cl -1.26383 1.60701 -2.91188
C -0.11676 0.33242 -3.15027
C 0.74424 -0.02175 -2.11787
C 1.70416 -0.99150 -2.38792
Cl 2.90586 -1.33182 -1.20219
C 1.75480 -1.65065 -3.61322
Cl 2.93334 -2.87229 -3.90533
C 0.84554 -1.31348 -4.61295
Cl 0.87115 -2.14675 -6.12212
C -0.07994 -0.30135 -4.39143
Cl -1.19150 0.13488 -5.63565
Cl -2.71008 -0.54182 3.45401
C -2.86392 -2.11785 2.65786
Cl -4.21929 -3.05352 3.31537
H -1.94785 -2.67567 2.80898
H -3.05344 -1.92102 1.60928
F 2.34206 -1.31570 4.77943
C 1.51347 -2.07342 4.05608
F 0.28451 -1.57707 4.19583
F 1.52164 -3.30273 4.57076
S 2.04557 -2.07141 2.24842
O 0.93337 -1.48733 1.53559
O 3.28069 -1.34898 2.25889
N 2.31756 -3.58412 1.93237
S 1.18287 -4.67662 1.84320
O -0.15709 -4.17181 2.00186
O 1.56086 -5.87087 2.53190
C 1.29029 -5.14094 0.05963
F 1.27231 -4.05737 -0.72070
F 0.23639 -5.90063 -0.26977
F 2.39887 -5.82971 -0.20159
```

Output
**Relative energy (zero: lowest compared OMol25 entry of this formula, charge and spin)**: 0.47 kcal/mol
**2S+1**: 2
**Calculated total energy**: -16066.82573 hartree
**Kohn-Sham gap (spin up / spin down)**: 6.7 / 6.5 eV
**Net charge**: -1

***

# 3
Here is a molecular structure, C29H19AsClCrF6IN4OP in a non-equilibrium geometry from the OMol25 dataset. Energies are from ωB97M-V/def2-TZVPD.

The geometry in XYZ format:
```
64
Properties=species:S:1:pos:R:3
Cr -0.18740 -0.09480 0.16280
Cl 3.88130 -0.01940 5.88740
C 3.22410 -0.07220 4.30790
C 4.08230 0.14240 3.23000
C 3.57740 0.21080 1.95660
I 4.73710 0.65690 0.28370
C 2.19460 0.01580 1.68530
O 1.71440 0.14810 0.52770
C 1.33480 -0.27340 2.80570
N 0.04460 -0.45520 2.49950
C -0.82780 -0.61410 3.49110
C -0.44370 -0.60820 4.82450
C 0.89220 -0.46180 5.16220
C 1.82950 -0.26710 4.13100
H 5.13600 0.27470 3.41730
H -1.86110 -0.74120 3.20080
H -1.18670 -0.73390 5.59420
H 1.21530 -0.48530 6.19170
C -4.16370 4.25210 -0.88100
C -3.29220 3.98670 -1.92450
C -2.06350 3.40450 -1.67430
C -1.67820 3.10830 -0.36720
C -2.57200 3.34810 0.67210
C -3.80710 3.91560 0.41480
P -0.08110 2.27670 -0.09650
C 0.97350 2.96340 -1.40740
C 1.80620 2.11880 -2.13300
C 2.65910 2.64840 -3.08730
C 2.69370 4.01510 -3.30650
C 1.85410 4.85900 -2.59360
C 0.99130 4.33900 -1.64760
C 0.62060 3.00070 1.43440
C 0.02830 2.66490 2.65280
C 0.51660 3.18280 3.83820
C 1.61830 4.02500 3.82590
C 2.23890 4.32920 2.62620
C 1.74890 3.81770 1.43580
H -5.12040 4.71270 -1.07470
H -3.57340 4.22980 -2.93850
H -1.40130 3.18010 -2.49750
H -2.30560 3.09650 1.68690
H -4.49240 4.08870 1.23170
H 1.77650 1.05220 -1.94360
H 3.29420 1.99220 -3.66150
H 3.36660 4.42770 -4.04230
H 1.87380 5.92380 -2.77450
H 0.33100 4.99050 -1.08950
H -0.81380 1.98290 2.66940
H 0.03350 2.93290 4.77110
H 1.98980 4.44400 4.74860
H 3.10350 4.97740 2.61240
H 2.24460 4.05810 0.50590
N -6.17790 0.03620 1.78210
C -5.32240 0.02510 1.00700
N -4.43240 0.06170 0.08680
C -3.19330 -0.00480 0.05330
N -2.02910 -0.02140 -0.10900
F -0.36150 -1.70680 -1.54970
As -0.11180 -3.17900 -0.48410
F 0.19480 -4.50780 0.60100
F 0.91580 -3.84560 -1.71540
F -1.52230 -3.91620 -1.15010
F 1.28030 -2.30430 0.20790
F -1.09500 -2.38910 0.78410
```

Output
**Relative energy (zero: lowest compared OMol25 entry of this formula, charge and spin)**: 29.93 kcal/mol
**2S+1**: 2
**Calculated total energy**: -6389.56121 hartree
**Kohn-Sham gap (spin up / spin down)**: 5.5 / 6.5 eV
**Net charge**: 0